No. 1
Computed, not measured: a structure of composition FH2O2P at a distorted geometry, with ωB97M-V/def2-TZVPD.

Structure (XYZ):
```
6
Properties=species:S:1:pos:R:3:forces:R:3
O 0.886 0.568 -0.461 -1.1 0.0 -0.7
O -0.079 -1.338 0.665 1.8 0.5 0.2
F -1.824 0.820 0.375 2.5 -2.0 -1.8
P -0.385 -0.450 -0.604 -2.5 2.4 1.8
H 0.647 1.331 -1.025 0.5 -0.1 0.4
H 0.755 -0.931 1.050 -1.2 -0.8 0.1
```
Positions in Å, forces in eV/Å.

The energy above the lowest of the compared OMol25 structures with the same formula, charge and spin is 1.607 eV. As for the total energy: -16134.2418 eV. The HOMO-LUMO gap is 11.0 eV. For the largest force on an atom, the calculation gives 3.89 eV Å⁻¹. The value obtained for the LUMO energy is 0.0038 Ha.



No. 2
Computed, not measured: an isolated molecule of FH2O3PS at a distorted geometry, with ωB97M-V/def2-TZVPD.

Structure (XYZ):
```
8
Properties=species:S:1:pos:R:3:forces:R:3
O 3.463 1.285 1.843 1.4 -0.1 2.0
O 1.896 2.481 0.370 0.6 -1.2 0.2
O 1.303 0.373 1.334 -3.4 -1.7 -0.3
F 3.040 0.392 -0.289 -0.8 0.7 0.6
P -0.362 0.233 0.406 2.2 0.0 -0.2
S 2.423 1.262 0.931 0.1 2.3 -3.9
H -0.591 1.625 0.245 0.3 -0.1 0.1
H 0.191 0.086 -0.976 -0.3 0.2 1.4
```
Positions in Å, forces in eV/Å.

The energy above the lowest of the compared OMol25 structures with the same formula, charge and spin is 1.404 eV. As for the total energy: -29015.2749 eV. The HOMO-LUMO gap is 10.6 eV. For the largest force on an atom, the calculation gives 4.47 eV Å⁻¹. Its SMILES is O=S(=O)(F)OP. The value obtained for the LUMO energy is -0.0350 Ha.



No. 3
Computed, not measured: a structure of composition FH2ORh at a distorted geometry, with ωB97M-V/def2-TZVPD.

Structure (XYZ):
```
5
Properties=species:S:1:pos:R:3:forces:R:3
H 1.484 0.067 0.122 0.6 0.3 0.0
F -2.076 1.569 0.231 -0.8 0.9 0.3
Rh -1.051 0.237 -0.257 -1.6 0.2 -0.5
O 0.711 -0.474 -0.127 1.5 -0.3 0.1
H 0.932 -1.400 0.031 0.4 -1.1 0.1
```
Positions in Å, forces in eV/Å.

Its expectation value of S² is 6.008. The energy above the lowest of the compared OMol25 structures with the same formula, charge and spin is 0.035 eV. As for the total energy: -7778.0964 eV. The HOMO-LUMO gap (alpha / beta) is 14.1 / 9.7 eV. For the largest force on an atom, the calculation gives 1.72 eV Å⁻¹. The multiplicity is 5. The value obtained for the LUMO energy (alpha / beta) is -0.4312 / -0.6192 Ha. Its net charge is +2.



No. 4
Computed, not measured: an isolated molecule of FH3NO2P at a distorted geometry, with ωB97M-V/def2-TZVPD.

Structure (XYZ):
```
8
Properties=species:S:1:pos:R:3:forces:R:3
N -1.227 0.596 0.723 1.1 0.2 -1.9
O -0.079 0.416 -1.467 1.1 -1.0 -0.1
O 0.574 -1.339 0.382 0.4 -1.8 -0.5
F 1.452 0.818 0.290 0.3 0.5 0.4
P 0.080 0.101 0.079 -0.4 1.7 -1.1
H -1.203 0.308 1.639 -0.7 -0.5 3.0
H -0.924 0.835 -1.534 -1.1 0.4 -0.4
H 1.327 -1.735 -0.110 -0.6 0.6 0.4
```
Positions in Å, forces in eV/Å.

The energy above the lowest of the compared OMol25 structures with the same formula, charge and spin is 0.206 eV. As for the total energy: -17642.4277 eV. The HOMO-LUMO gap is 10.4 eV. For the largest force on an atom, the calculation gives 3.17 eV Å⁻¹. Its SMILES is N=P(O)(O)F. The value obtained for the LUMO energy is 0.0129 Ha.



No. 5
Computed, not measured: a structure of composition FH3NOPS at a distorted geometry, with ωB97M-V/def2-TZVPD.

Structure (XYZ):
```
8
Properties=species:S:1:pos:R:3:forces:R:3
N -1.498 0.561 -0.283 2.3 -0.3 -0.9
O 0.752 -0.945 1.399 -0.9 0.1 -1.0
F 0.720 -0.981 -1.042 -0.6 -0.5 -0.6
P 0.729 0.054 0.114 -1.6 0.3 0.3
S 2.329 1.101 0.013 -1.0 0.3 0.3
H -1.840 1.536 -0.081 1.2 -1.0 0.0
H -1.537 0.505 -1.354 0.5 0.1 1.9
H 0.344 -1.832 1.234 0.2 1.1 0.1
```
Positions in Å, forces in eV/Å.

The energy above the lowest of the compared OMol25 structures with the same formula, charge and spin is 2.658 eV. As for the total energy: -26428.1275 eV. The HOMO-LUMO gap is 8.6 eV. For the largest force on an atom, the calculation gives 2.50 eV Å⁻¹. The value obtained for the LUMO energy is -0.0354 Ha.



No. 6
Computed, not measured: a cluster of 2 separate species, FH3S in total at a distorted geometry, with ωB97M-V/def2-TZVPD.

Structure (XYZ):
```
5
Properties=species:S:1:pos:R:3:forces:R:3
H -0.072 -1.110 0.587 0.0 0.1 0.0
H -1.893 -0.471 0.343 0.0 0.0 -0.2
H 0.993 0.825 -0.692 0.0 0.3 -0.2
F 1.658 0.951 -0.065 1.1 0.3 0.1
S -0.687 -0.195 -0.173 -1.1 -0.7 0.3
```
Positions in Å, forces in eV/Å.

The energy above the lowest of the compared OMol25 structures with the same formula, charge and spin is 0.373 eV. As for the total energy: -13600.9629 eV. The HOMO-LUMO gap is 10.9 eV. For the largest force on an atom, the calculation gives 1.40 eV Å⁻¹. Its SMILES is F.S. The value obtained for the LUMO energy is 0.0286 Ha.